(1)
The following is a DFT calculation (ωB97M-V/def2-TZVPD) of a 2-piece molecular cluster, C6H5F3OS overall.

## Properties
Kohn-Sham gap	0.368	Ha
SMILES	FC(F)(F)c1cccs1.C=O
LUMO energy	0.6	eV
calculated total energy	-1004.605365	a.u.
charge	0

Positions of all 16 atoms, in Å:
F 1.701 -0.481 -1.502
C 1.916 -0.354 -0.174
F 2.844 0.601 -0.056
F 2.534 -1.536 0.207
C 0.761 -0.195 0.633
C -0.102 -1.065 1.224
C -1.202 -0.429 1.819
C -1.120 0.960 1.724
S 0.196 1.465 0.786
H 0.158 -2.183 1.109
H -1.982 -1.110 2.219
H -1.811 1.672 1.936
C -1.030 0.664 -2.456
O -1.720 0.995 -1.523
H -0.247 1.390 -2.952
H -0.896 -0.393 -2.994

Atom charges from the Löwdin analysis, given in e for atoms 1 to 5:
1. F 0.12
2. C -0.66
3. F 0.13
4. F 0.09
5. C -0.43

***

(2)
The following is a DFT calculation (ωB97M-V/def2-TZVPD) of a 2-piece molecular cluster, CNO2S2 overall.

## Properties
Kohn-Sham gap (spin up / spin down)	0.133 / 0.119	Ha
LUMO energy (spin up / spin down)	-0.9 / -1.1	eV
calculated total energy	-1039.628221	a.u.
charge	-1

Positions of all 6 atoms, in Å:
C 2.583 1.786 0.830
N 3.114 1.548 -0.165
O -2.261 -1.117 1.008
O -2.052 0.264 -0.967
S -0.054 -1.947 -0.794
S -1.329 -0.534 0.089

Atom charges from the Löwdin analysis, given in e for atoms 1 to 5:
1. C -0.60
2. N -0.29
3. O -0.41
4. O -0.42
5. S 0.26

***

(3)
The following is a DFT calculation (ωB97M-V/def2-TZVPD) of one molecule with the formula C7H13N.

## Properties
Kohn-Sham gap	0.356	Ha
SMILES	C=CCC(=C)CCN
LUMO energy	1.0	eV
calculated total energy	-329.128250	a.u.
charge	0

Positions of all 21 atoms, in Å:
C 1.433 1.989 1.693
C 1.863 1.042 0.880
C 1.513 -0.440 0.921
C -0.016 -0.402 0.574
C -0.956 -0.675 1.449
C -0.272 -0.134 -0.859
C -1.506 -0.859 -1.302
N -1.693 -0.474 -2.730
H 0.720 2.120 2.459
H 1.713 3.013 1.721
H 2.825 1.343 0.312
H 1.709 -0.674 1.941
H 2.054 -0.965 0.135
H -2.072 -0.693 0.921
H -0.842 -0.943 2.384
H -0.335 0.971 -1.201
H 0.664 -0.586 -1.415
H -1.638 -2.003 -1.153
H -2.408 -0.638 -0.828
H -1.466 -1.168 -3.396
H -1.426 0.419 -2.904

Atom charges from the Löwdin analysis, given in e for atoms 1 to 5:
1. C -0.01
2. C -0.19
3. C -0.13
4. C -0.35
5. C 0.07

***

(4)
The following is a DFT calculation (ωB97M-V/def2-TZVPD) of an isolated ion of composition CH4NO2S and charge -1.

## Properties
Kohn-Sham gap	0.310	Ha
SMILES	C[S@](=N)(=O)[O-]
LUMO energy	4.4	eV
calculated total energy	-643.920984	a.u.
charge	-1

Positions of all 9 atoms, in Å:
C -0.774 0.648 -0.713
S 0.648 -0.087 0.442
N 0.845 -1.599 0.140
O 0.145 0.169 1.833
O 1.815 0.549 -0.083
H -1.452 -0.069 -0.703
H -1.256 1.416 -0.166
H -0.381 0.917 -1.743
H 0.410 -1.945 0.994

Atom charges from the Löwdin analysis, given in e for atoms 1 to 5:
1. C -0.14
2. S 0.38
3. N -0.29
4. O -0.47
5. O -0.44

***

(5)
The following is a DFT calculation (ωB97M-V/def2-TZVPD) of a 3-piece molecular cluster, C2H2N4 overall.

## Properties
Kohn-Sham gap	0.495	Ha
SMILES	C#N.C#N.N#N
LUMO energy	1.0	eV
calculated total energy	-296.420006	a.u.
charge	0

Positions of all 8 atoms, in Å:
C 0.322 -2.177 1.445
N 1.393 -2.449 1.789
H -0.676 -1.988 1.191
C 1.524 1.036 -0.204
N 0.924 0.312 -0.861
H 2.063 1.687 0.423
N -2.688 1.938 -2.413
N -2.861 1.641 -1.371

Atom charges from the Löwdin analysis, given in e for atoms 1 to 5:
1. C -0.10
2. N 0.05
3. H 0.03
4. C -0.08
5. N 0.05

***

(6)
The following is a DFT calculation (ωB97M-V/def2-TZVPD) of a 2-piece molecular cluster, C2H3P overall.

## Properties
Kohn-Sham gap (spin up / spin down)	0.308 / 0.297	Ha
LUMO energy (spin up / spin down)	-1.4 / -0.6	eV
calculated total energy	-419.146518	a.u.
charge	0

Positions of all 6 atoms, in Å:
C 0.117 1.223 1.101
C 0.403 0.088 0.803
P 0.935 -1.470 0.247
H -0.192 2.192 1.361
H 0.643 -0.338 -2.145
H -0.309 -2.092 0.447

Atom charges from the Löwdin analysis, given in e for atoms 1 to 5:
1. C 0.02
2. C -0.63
3. P 0.71
4. H 0.01
5. H 0.04

***

(7)
The following is a DFT calculation (ωB97M-V/def2-TZVPD) of a 4-piece molecular cluster, C2H12N2O3 overall.

## Properties
Kohn-Sham gap	0.355	Ha
SMILES	C/N=C\N.O.O.O
LUMO energy	0.4	eV
calculated total energy	-418.599460	a.u.
charge	0

Positions of all 19 atoms, in Å:
C 1.424 1.064 -0.380
N 1.984 -0.204 -0.096
C 1.424 -1.258 0.231
N 0.065 -1.424 0.688
H 0.366 1.117 -0.683
H 1.999 1.531 -1.179
H 1.514 1.712 0.494
H 2.008 -2.173 0.291
H -0.070 -0.825 1.497
H -0.054 -2.379 1.018
O -0.790 -1.764 -2.137
H -0.015 -1.363 -2.547
H -0.666 -1.533 -1.205
O -0.477 1.734 2.028
H -0.957 2.568 2.041
H -1.067 1.165 1.518
O -2.087 1.051 -0.691
H -1.817 0.133 -0.843
H -2.785 0.847 -0.045

Atom charges from the Löwdin analysis, given in e for atoms 1 to 5:
1. C -0.15
2. N -0.01
3. C -0.29
4. N 0.05
5. H 0.06

***

(8)
The following is a DFT calculation (ωB97M-V/def2-TZVPD) of C6H36O13Y as an isolated structure.

## Properties
Kohn-Sham gap	0.285	Ha
LUMO energy	-4.5	eV
calculated total energy	-1266.511103	a.u.
charge	+1

Positions of all 56 atoms, in Å:
Y 1.756 -2.769 -0.536
C -0.116 1.240 -0.424
C -0.172 0.005 0.454
C -1.457 -0.080 1.297
O 0.085 -1.194 -0.271
H -0.570 1.087 -1.404
H 0.902 1.590 -0.603
H -0.619 2.026 0.137
H 0.566 0.044 1.280
H -1.602 0.843 1.865
H -1.351 -0.845 2.065
H -2.323 -0.260 0.655
C 3.628 0.263 -1.673
C 4.532 -0.957 -1.605
C 5.694 -0.728 -0.647
O 3.792 -2.116 -1.319
H 4.274 1.148 -1.691
H 3.044 0.363 -0.748
H 2.900 0.330 -2.482
H 5.035 -1.123 -2.570
H 6.298 -1.622 -0.482
H 5.367 -0.450 0.361
H 6.346 0.010 -1.114
O 1.658 -0.692 3.813
H 0.924 -1.064 4.318
H 1.564 0.265 3.916
O 2.603 -1.642 1.368
H 2.123 -1.129 2.070
H 3.508 -1.740 1.696
O -1.541 -1.101 -2.757
H -0.957 -0.496 -3.263
H -1.312 -0.948 -1.825
O -2.985 2.668 -0.594
H -2.988 2.716 -1.557
H -2.062 2.487 -0.352
O 1.223 -2.236 -2.771
H 1.748 -2.512 -3.535
H 0.583 -1.575 -3.110
O -2.466 -2.998 0.574
H -1.679 -2.480 0.376
H -3.107 -2.339 0.888
O -4.124 0.977 3.757
H -5.045 0.860 4.009
H -4.143 1.168 2.802
O 0.097 4.054 2.435
H 0.205 4.422 1.551
H -0.547 4.634 2.858
O 0.128 0.275 -4.315
H -0.216 0.451 -5.201
H 0.911 0.834 -4.234
O -4.983 -1.672 1.137
H -5.703 -1.618 1.771
H -4.688 -0.744 1.025
O -4.774 1.105 0.989
H -4.363 1.733 0.361
H -5.601 1.528 1.254

Atom charges from the Löwdin analysis, given in e for atoms 1 to 5:
1. Y 1.83
2. C -0.03
3. C -0.52
4. C -0.05
5. O -0.38

***

(9)
The following is a DFT calculation (ωB97M-V/def2-TZVPD) of C36H38BF4N6S3Sr as an isolated structure.

## Properties
Kohn-Sham gap	0.211	Ha
LUMO energy	1.9	eV
calculated total energy	-3373.175026	a.u.
charge	-1

Positions of all 89 atoms, in Å:
Sr -0.363 -0.085 0.673
C -2.752 -0.589 2.806
N -2.522 -1.037 1.441
C -3.657 -0.673 0.614
C -3.386 -0.794 -0.857
C -4.214 -1.550 -1.675
C -3.965 -1.581 -3.038
C -2.900 -0.841 -3.531
C -2.133 -0.111 -2.639
N -2.367 -0.088 -1.336
C -2.284 -2.467 1.397
C -1.688 -2.936 0.105
C -2.016 -4.183 -0.417
C -1.436 -4.586 -1.604
C -0.534 -3.738 -2.230
C -0.238 -2.536 -1.616
N -0.807 -2.147 -0.489
C -1.500 -0.603 3.637
C -1.446 -1.220 4.880
C -0.265 -1.167 5.599
C 0.803 -0.466 5.067
C 0.659 0.115 3.820
N -0.460 0.038 3.119
H -3.535 -1.193 3.299
H -3.095 0.450 2.753
H -3.869 0.383 0.803
H -4.551 -1.271 0.874
H -5.046 -2.094 -1.252
H -4.599 -2.155 -3.698
H -2.673 -0.825 -4.584
H -1.296 0.487 -2.975
H -3.213 -3.032 1.596
H -1.568 -2.722 2.181
H -2.698 -4.827 0.119
H -1.684 -5.544 -2.038
H -0.068 -4.005 -3.164
H 0.472 -1.842 -2.043
H -2.302 -1.754 5.268
H -0.173 -1.682 6.544
H 1.740 -0.398 5.595
H 1.470 0.646 3.344
C -0.641 2.698 0.341
C 0.011 2.861 1.612
C -0.972 3.056 2.583
C -2.231 3.055 1.953
C -2.043 2.866 0.583
C -3.115 2.981 -0.461
C -3.529 3.295 2.669
C -0.765 3.278 4.049
C 1.493 3.060 1.786
C 0.052 3.076 -0.953
H -3.497 4.005 -0.499
H -3.969 2.328 -0.261
H -2.732 2.726 -1.445
H -3.521 4.279 3.143
H -3.708 2.566 3.468
H -4.371 3.263 1.981
H -1.143 4.263 4.335
H 0.292 3.229 4.303
H -1.293 2.530 4.645
H 1.712 3.453 2.777
H 1.855 3.784 1.052
H 2.060 2.137 1.644
H 0.263 4.151 -0.951
H -0.567 2.861 -1.820
H 0.999 2.552 -1.061
F 2.344 -3.514 2.680
B 1.079 -3.184 2.303
F 1.060 -1.898 1.686
F 0.241 -3.118 3.414
F 0.542 -4.097 1.411
S 2.835 0.575 -5.957
C 3.120 0.471 -4.337
S 1.807 0.532 -3.167
C 3.028 0.330 -1.839
N 4.214 0.237 -2.325
N 4.295 0.310 -3.676
C 5.592 0.152 -4.196
C 6.591 -0.263 -3.310
C 7.885 -0.449 -3.753
C 8.213 -0.225 -5.080
C 7.229 0.197 -5.955
C 5.929 0.391 -5.526
S 2.649 0.302 -0.217
H 6.334 -0.434 -2.278
H 8.645 -0.770 -3.054
H 9.225 -0.379 -5.425
H 7.475 0.379 -6.992
H 5.184 0.723 -6.228

Atom charges from the Löwdin analysis, given in e for atoms 1 to 5:
1. Sr 1.38
2. C -0.12
3. N -0.26
4. C -0.12
5. C -0.28

***

(10)
The following is a DFT calculation (ωB97M-V/def2-TZVPD) of C4H4CsLiO2 as an isolated structure.

## Properties
Kohn-Sham gap (spin up / spin down)	0.121 / 0.121	Ha
LUMO energy (spin up / spin down)	-1.3 / -1.3	eV
calculated total energy	-332.800947	a.u.
charge	0

Positions of all 12 atoms, in Å:
H -0.330 0.445 -1.236
C 0.765 0.549 0.834
C 0.974 -0.849 0.429
C -0.389 -0.179 -0.331
C -1.630 -0.148 0.347
O -2.397 0.811 -0.059
O 1.182 1.671 0.262
Li -0.624 2.270 0.027
Cs -0.792 -2.516 -3.208
H 0.526 0.573 1.912
H 0.865 -1.594 1.222
H 1.849 -1.033 -0.200

Atom charges from the Löwdin analysis, given in e for atoms 1 to 5:
1. H 0.07
2. C -0.49
3. C -0.10
4. C -0.31
5. C -0.40

***

(11)
The following is a DFT calculation (ωB97M-V/def2-TZVPD) of one molecule with the formula C6H15N.

## Properties
Kohn-Sham gap	0.365	Ha
SMILES	CCCNCCC
LUMO energy	1.1	eV
calculated total energy	-292.344428	a.u.
charge	0

Positions of all 22 atoms, in Å:
C -2.544 1.523 -0.209
C -1.359 1.827 -1.143
C -0.459 0.608 -1.319
N 0.252 0.300 -0.076
C 1.482 -0.467 -0.280
C 1.980 -1.043 1.017
C 1.100 -2.163 1.575
H -2.162 1.552 0.807
H -3.040 0.574 -0.372
H -3.309 2.301 -0.276
H -0.757 2.538 -0.594
H -1.655 2.223 -2.105
H -0.959 -0.273 -1.742
H 0.320 0.845 -2.060
H -0.335 -0.223 0.564
H 1.419 -1.233 -1.063
H 2.230 0.240 -0.649
H 2.129 -0.291 1.803
H 2.996 -1.423 0.966
H 0.191 -1.789 2.024
H 0.873 -2.882 0.782
H 1.606 -2.745 2.350

Atom charges from the Löwdin analysis, given in e for atoms 1 to 5:
1. C -0.12
2. C -0.24
3. C -0.26
4. N -0.07
5. C -0.27

***

(12)
The following is a DFT calculation (ωB97M-V/def2-TZVPD) of one molecule with the formula C4H6N2O.

## Properties
Kohn-Sham gap	0.395	Ha
SMILES	O=C1NC[C@H]2CN12
LUMO energy	0.9	eV
calculated total energy	-340.752810	a.u.
charge	0

Positions of all 13 atoms, in Å:
O 1.402 2.184 0.503
C 0.840 1.170 0.172
N 1.312 -0.112 0.319
C 0.490 -1.125 -0.302
C -0.749 -0.312 -0.654
C -1.432 0.428 0.422
N -0.461 1.110 -0.447
H 2.252 -0.269 0.643
H 0.278 -1.957 0.378
H 0.952 -1.530 -1.211
H -1.284 -0.566 -1.565
H -2.461 0.750 0.289
H -1.140 0.230 1.452

Atom charges from the Löwdin analysis, given in e for atoms 1 to 5:
1. O 0.08
2. C -0.52
3. N 0.08
4. C -0.14
5. C -0.24